No. 1
Molecular formula: C10H32N6O6
Method: DFT, ωB97M-V with the def2-TZVPD basis set

Each line ends with the Mulliken charge.
CARTESIAN COORDINATES (ANGSTROEM)
H1 0.588 0.689 -5.372  0.202
H2 -1.945 -1.413 2.681  0.432
H3 -0.191 -0.478 -1.185  0.049
H4 1.035 -1.240 4.622  0.397
H5 3.629 -2.891 2.024  0.196
C1 1.046 0.225 2.521  -0.591
H6 1.051 0.354 1.449  -0.320
H7 0.017 1.882 -2.170  0.252
H8 -0.378 1.769 1.229  -1.142
H9 -0.947 1.317 -5.950  0.246
C2 -0.983 2.623 0.948  2.293
N1 -0.030 -0.880 -3.830  -0.537
C3 -1.877 -1.477 -1.050  -0.920
H10 2.461 -1.365 0.528  0.160
H11 3.233 0.000 -0.693  0.365
N2 -0.412 0.634 -5.399  -0.325
H12 -2.422 -0.530 -1.045  0.228
H13 -1.315 -0.302 1.552  -0.048
O1 -2.238 -0.556 -4.508  -0.661
H14 0.829 1.197 2.932  0.359
H15 -0.717 3.505 2.744  0.372
H16 2.048 -0.081 2.738  0.428
O2 0.641 -4.126 1.135  -0.702
C4 0.097 -0.831 3.055  0.818
H17 -2.914 1.660 0.484  0.296
O3 1.884 2.172 -0.420  -0.781
C5 1.735 -3.256 1.104  0.419
O4 -0.459 -1.257 -0.736  -0.606
H18 0.596 2.915 0.080  0.539
N3 2.769 -3.478 1.907  -0.382
H19 2.710 -4.360 2.428  0.272
C6 -0.926 -0.294 -4.626  0.646
C7 -2.049 2.141 -0.023  -0.671
O5 -0.200 3.399 0.334  -0.713
H20 2.162 -0.760 -1.858  0.211
N4 2.394 0.072 -1.372  -0.239
H21 0.392 0.357 -2.775  0.174
H22 -0.527 -1.529 -3.234  0.086
H23 -2.289 -2.052 -0.260  0.400
C8 -1.345 -0.535 2.640  -1.062
H24 -1.721 0.285 3.202  0.349
H25 -2.311 3.979 2.231  0.411
C9 1.635 1.086 -1.255  0.150
H26 0.994 -0.982 -3.867  0.336
O6 0.280 -0.756 4.298  -0.598
N5 0.584 1.038 -2.036  -0.159
H27 -2.002 -1.966 -2.017  0.399
C10 -1.609 3.197 2.180  -1.730
H28 0.899 -1.814 -0.001  0.436
H29 -2.037 2.429 2.793  0.302
H30 0.314 -1.788 2.797  0.074
H31 -2.296 2.865 -0.795  0.444
N6 1.781 -2.101 0.441  0.026
H32 -1.669 1.305 -0.598  -0.580

multiplicity = 1
SMILES = NC(N)=O.NC(N)=O.NC(N)=O.CC(C)O.CC(C)O.CO
frontier orbital gap = 8.5 eV

=====

No. 2
Molecular formula: C10H33AgN10O8
Method: DFT, ωB97M-V with the def2-TZVPD basis set

Each line ends with the Mulliken charge.
CARTESIAN COORDINATES (ANGSTROEM)
O1 1.366 -1.456 0.044  -0.135
H1 2.608 -4.501 1.066  0.462
H2 0.398 2.505 2.922  0.245
H3 0.296 -0.218 -3.090  0.261
H4 2.797 3.506 0.215  0.439
H5 1.165 -0.884 -1.741  0.003
N1 -1.842 -2.474 2.337  -0.355
H6 3.576 -2.670 2.203  0.541
H7 -3.216 -3.118 -1.835  0.145
H8 -1.204 -3.259 -2.153  0.160
H9 -3.902 -1.759 -1.139  0.312
O2 0.746 1.831 2.334  -0.315
H10 3.254 -2.527 -0.117  0.232
H11 0.351 -2.163 4.488  0.275
Ag1 0.006 0.391 0.626  2.751
N2 -1.911 3.745 -0.202  -0.325
N3 -3.356 3.124 1.210  -0.442
N4 -0.467 -2.407 3.948  -0.310
C1 -2.291 2.845 0.638  0.526
C2 1.894 3.107 0.676  -0.369
H12 -2.382 4.629 -0.076  0.209
H13 -3.472 2.531 2.019  0.276
C3 1.981 -3.745 0.592  -1.778
C4 2.390 -2.334 0.518  0.699
N5 1.176 -0.421 -2.638  -0.331
H14 -0.051 -2.560 -0.973  -0.016
H15 1.112 3.866 0.678  0.304
H16 1.447 2.599 -1.137  0.141
H17 3.176 -0.618 -1.632  0.110
H18 -0.881 -3.324 3.865  0.145
O3 1.936 1.573 -3.476  -0.672
H19 -1.450 2.541 -4.423  0.238
H20 -1.077 3.524 -0.727  0.072
H21 3.241 -0.980 2.022  0.249
N6 -0.964 -2.630 -1.400  -0.237
H22 -2.196 -3.285 2.823  0.125
H23 1.745 -4.080 -0.418  0.452
H24 2.805 1.557 1.984  0.142
H25 -3.042 0.155 -2.461  0.162
H26 -3.168 1.169 -3.813  0.204
C5 2.050 0.563 -2.779  0.577
O4 -0.889 1.192 -1.690  -0.145
C6 -0.866 -1.801 2.894  0.423
O5 -1.725 1.822 0.925  -0.733
C7 2.785 -1.967 1.941  -1.123
N7 -3.049 -2.274 -1.305  -0.373
O6 -0.665 -0.680 2.498  -0.641
H27 1.034 -3.909 1.106  0.307
N8 -1.330 2.467 -3.423  -0.338
C8 -1.896 -1.929 -0.881  0.487
H28 -2.263 -2.029 1.533  0.274
O7 -1.682 -1.036 -0.069  -0.930
H29 1.937 -2.104 2.612  0.055
N9 3.048 0.286 -2.064  -0.188
O8 1.486 2.167 -0.280  -0.518
C9 2.031 2.324 2.002  -0.576
N10 -2.563 0.752 -3.120  -0.389
H30 2.287 3.028 2.794  0.442
H31 3.770 0.973 -1.896  0.255
C10 -1.527 1.437 -2.701  0.092
H32 -0.554 3.048 -3.140  0.227
H33 -4.018 3.884 1.282  0.218

multiplicity = 3
total charge = +2
frontier orbital gap (alpha / beta) = 10.0 / 5.2 eV
⟨S²⟩ = 2.008

=====

No. 3
Molecular formula: C10H33N6O5
Method: DFT, ωB97M-V with the def2-TZVPD basis set

Each line ends with the Mulliken charge.
CARTESIAN COORDINATES (ANGSTROEM)
H1 1.424 -17.003 5.133  0.581
H2 2.885 -21.438 10.562  0.403
C1 -1.774 -19.116 11.675  -0.249
H3 -1.161 -18.728 13.838  0.405
N1 -1.424 -13.155 11.461  -0.352
H4 2.111 -21.438 8.550  0.775
H5 3.465 -19.921 11.302  0.364
C2 1.520 -16.059 7.110  0.649
H6 -1.382 -12.147 11.507  0.210
H7 3.958 -14.130 9.681  0.299
C3 -0.823 -18.717 12.802  -1.461
H8 3.019 -14.519 7.333  0.447
H9 -0.220 -16.037 9.401  0.391
H10 2.183 -16.876 7.393  -0.274
H11 0.957 -16.999 9.567  0.279
N2 1.898 -20.458 8.667  -0.599
H12 -1.825 -13.719 12.197  0.263
H13 -0.391 -15.439 6.935  0.237
H14 -0.704 -13.230 8.572  0.216
C4 -1.355 -13.636 10.343  0.617
H15 -0.254 -19.552 10.472  -0.327
N3 -0.798 -12.825 9.492  -0.508
H16 -0.302 -17.336 10.311  0.639
O1 -3.833 -18.728 12.830  -0.267
C5 -3.176 -18.425 11.623  -0.402
H17 -3.521 -18.940 10.727  0.287
H18 -0.096 -12.208 9.875  0.237
H19 2.359 -13.247 9.686  0.286
H20 -0.031 -16.915 6.690  0.428
H21 -1.509 -19.344 9.685  0.481
O2 0.234 -16.585 10.045  0.380
H22 1.393 -13.922 7.666  0.261
C6 2.396 -19.743 9.649  -3.440
O3 2.130 -18.538 9.804  0.729
H23 0.045 -19.363 12.668  0.467
C7 -5.263 -18.613 12.551  -0.755
N4 -1.025 -18.899 10.451  -0.018
O4 2.255 -15.135 9.102  -0.085
H24 -5.591 -17.835 11.862  0.312
H25 1.482 -20.039 7.847  0.572
N5 3.042 -20.440 10.546  0.003
H26 2.530 -15.754 5.107  0.462
H27 -5.840 -18.378 13.445  0.280
C8 1.572 -16.011 5.560  -1.950
H28 -0.483 -17.683 12.752  0.178
H29 -5.569 -19.596 12.194  0.291
C9 2.902 -14.154 9.950  -0.901
H30 2.878 -14.295 11.030  0.260
O5 -1.718 -14.727 10.038  -0.640
N6 0.103 -16.196 7.386  -0.626
H31 -3.054 -17.360 11.424  0.342
H32 0.858 -15.387 5.021  0.392
H33 -1.797 -20.194 11.835  0.028
C10 2.053 -14.784 7.764  -0.598

multiplicity = 2
frontier orbital gap (alpha / beta) = 2.1 / 9.6 eV
⟨S²⟩ = 0.750